(1)
Entry from the Open Molecules 2025 dataset: a single C18H27N3O5S2 molecule in a non-equilibrium geometry (the ωB97M-V functional and the def2-TZVPD basis).

```
! wB97M-V def2-TZVPD RIJCOSX def2/J DEFGRID3
* xyz 0 1
C 8.2479 0.3057 -1.1181
C 7.1824 1.1414 -0.4406
O 7.2597 2.3529 -0.3779
N 6.1486 0.4680 0.1269
C 5.8378 -0.9336 -0.0261
C 4.5957 -1.0790 -0.9165
N 3.4806 -0.3264 -0.3799
S 2.6421 -1.0767 0.8681
O 3.0955 -0.6577 2.1658
O 2.6265 -2.4800 0.5807
C 1.0077 -0.3991 0.5835
C 0.3785 -0.7031 -0.6097
C -0.8862 -0.1931 -0.8514
C -1.4869 0.6075 0.1038
S -3.1632 1.1924 -0.1792
O -3.3739 2.3551 0.6329
O -3.3680 1.2854 -1.5952
N -3.9963 -0.1141 0.4428
C -4.7039 0.1091 1.6864
C -6.0767 0.7337 1.4435
C -6.8782 -0.1295 0.4721
C -6.1023 -0.3243 -0.8322
C -6.8613 -1.2166 -1.8079
C -4.7283 -0.9209 -0.5104
C -0.8541 0.9134 1.2939
C 0.4124 0.4040 1.5379
C 3.7973 1.0647 -0.1203
C 5.0611 1.2102 0.7340
H 7.8418 -0.2164 -1.9815
H 9.0340 0.9773 -1.4524
H 8.6711 -0.4172 -0.4249
H 6.6759 -1.4803 -0.4522
H 5.6044 -1.3494 0.9615
H 4.2802 -2.1209 -0.9687
H 4.8029 -0.7031 -1.9236
H 0.8853 -1.3353 -1.3207
H -1.4118 -0.3888 -1.7722
H -4.0865 0.7684 2.2953
H -4.8031 -0.8578 2.1908
H -5.9280 1.7288 1.0204
H -6.6062 0.8356 2.3921
H -7.8415 0.3397 0.2639
H -7.0708 -1.1061 0.9252
H -5.9315 0.6540 -1.2936
H -6.3044 -1.3263 -2.7349
H -7.8321 -0.7849 -2.0386
H -7.0180 -2.2047 -1.3793
H -4.1225 -0.9805 -1.4140
H -4.8377 -1.9249 -0.0864
H -1.3537 1.5560 2.0011
H 0.9464 0.6104 2.4524
H 2.9406 1.5091 0.3875
H 3.9387 1.5619 -1.0852
H 5.3641 2.2563 0.7981
H 4.8679 0.8101 1.7335
*
```

Results
HOMO: -8.995 eV
energy above the lowest of the compared OMol25 structures with the same formula, charge and spin: 116.2 kJ/mol
E_LUMO: 0.056 eV
electronic energy: -55482.3955 eV
SMILES string: CC(=O)N1CCN(S(=O)(=O)c2ccc(S(=O)(=O)N3CCC[C@H](C)C3)cc2)CC1

(2)
Entry from the Open Molecules 2025 dataset: a molecular structure, C18H27N8O7P2STa (the ωB97M-V functional and the def2-TZVPD basis).

```
! wB97M-V def2-TZVPD RIJCOSX def2/J DEFGRID3
* xyz 4 1
Ta -0.6092 -0.0812 -0.7126
C -3.0016 4.9689 0.3321
N -2.2063 3.7906 0.7404
C -1.5929 3.7861 2.0806
C -2.0384 2.7595 -0.0558
N -1.3291 1.6715 0.2854
N -2.6506 2.8146 -1.2939
C -2.5476 1.8944 -2.2913
N -3.2243 2.1064 -3.3987
N -1.7689 0.8247 -2.1352
H -2.9782 5.6951 1.1366
H -4.0461 4.6966 0.1686
H -2.5681 5.4433 -0.5499
H -1.8085 4.7324 2.5636
H -0.5089 3.6837 2.0055
H -2.0200 2.9924 2.6966
H -0.9982 1.7691 1.2386
H -3.2203 3.6304 -1.4744
H -3.8209 2.9118 -3.5357
H -3.1690 1.4579 -4.1734
H -1.7084 0.2222 -2.9799
N 1.3353 -0.7424 3.0272
C 2.7144 -0.3756 2.9519
C 3.6142 -0.9177 3.8509
C 4.9572 -0.5768 3.7403
C 5.3842 0.2706 2.7295
C 4.4754 0.7945 1.8118
C 3.1361 0.4776 1.9401
S 1.9068 1.2713 0.9559
N 0.7374 -0.0351 0.8885
C 0.4796 -0.6779 2.0418
C -0.8437 -1.3404 2.1142
C -1.3108 -2.1003 3.1632
C -2.5876 -2.6548 3.0777
C -3.3407 -2.4443 1.9357
C -2.7974 -1.6896 0.9087
N -1.5830 -1.1343 1.0008
H 1.0603 -1.2279 3.8727
H 3.2842 -1.5967 4.6289
H 5.6690 -0.9804 4.4472
H 6.4303 0.5338 2.6518
H 4.8106 1.4651 1.0311
H -0.7153 -2.2819 4.0481
H -2.9773 -3.2500 3.8940
H -4.3315 -2.8642 1.8279
H -3.3458 -1.5312 -0.0123
C 1.9591 -3.3423 -2.0071
C 1.2915 -2.4203 -3.0174
O 1.5145 -2.7558 -4.3756
P 1.8756 -0.6837 -2.8859
O 3.3121 -0.5508 -2.3263
O 1.7949 0.0277 -4.2501
O 0.9744 0.0353 -1.8364
P -0.5439 -2.3204 -2.8732
O -1.1290 -3.7522 -2.9809
O -1.0364 -1.2542 -3.7721
O -0.7964 -1.9296 -1.3418
H 3.0325 -3.3957 -2.1928
H 1.5354 -4.3439 -2.0934
H 1.8071 -2.9944 -0.9843
H 2.0550 -3.5553 -4.4606
H 4.0580 -0.4043 -2.9337
H 1.3957 -0.4522 -5.0002
H -1.4468 -4.0696 -3.8430
*
```

Results
HOMO: -18.757 eV
energy above the lowest of the compared OMol25 structures with the same formula, charge and spin: 0.0 kJ/mol
E_LUMO: -12.705 eV
electronic energy: -76294.8924 eV

(3)
Entry from the Open Molecules 2025 dataset: a molecular structure, C18H27N8O7P2STa (the ωB97M-V functional and the def2-TZVPD basis).

```
! wB97M-V def2-TZVPD RIJCOSX def2/J DEFGRID3
* xyz 4 1
Ta 0.0520 0.1487 0.4202
C 4.4962 1.2967 1.7862
N 3.4498 1.3655 2.8212
C 3.8151 1.9086 4.1487
C 2.2419 0.9185 2.5658
N 1.8942 0.3516 1.4015
N 1.3028 1.0431 3.5738
C -0.0215 0.7151 3.5400
N -0.6945 0.8436 4.6646
N -0.5912 0.2859 2.4122
H 5.3242 1.9267 2.0927
H 4.1236 1.6930 0.8401
H 4.8621 0.2756 1.6684
H 4.8598 2.1977 4.1244
H 3.7035 1.1484 4.9236
H 3.2329 2.8038 4.3749
H 2.6755 0.3465 0.7527
H 1.6433 1.4431 4.4376
H -0.2649 1.1359 5.5324
H -1.6909 0.6790 4.7053
H -1.5602 0.0171 2.5755
N -2.8022 -2.7969 -0.6425
C -3.8916 -2.1005 -1.2518
C -4.7313 -2.7892 -2.1088
C -5.7630 -2.1000 -2.7357
C -5.9319 -0.7402 -2.5208
C -5.0746 -0.0451 -1.6702
C -4.0629 -0.7350 -1.0294
S -3.1047 0.0004 0.2525
N -1.6385 -0.9116 0.0338
C -1.7340 -2.2501 -0.1362
C -0.5053 -2.9873 0.1997
C -0.3756 -4.3581 0.1741
C 0.8550 -4.9211 0.5088
C 1.8982 -4.0796 0.8442
C 1.6863 -2.7074 0.8457
N 0.5093 -2.1535 0.5388
H -2.8203 -3.8051 -0.7540
H -4.5908 -3.8481 -2.2938
H -6.4345 -2.6328 -3.3951
H -6.7416 -0.2128 -3.0069
H -5.2244 1.0108 -1.4858
H -1.2026 -5.0054 -0.0870
H 0.9847 -5.9958 0.5038
H 2.8715 -4.4699 1.1089
H 2.4861 -2.0329 1.1119
C 0.9388 3.2798 -3.6996
C 1.0558 2.4868 -2.3958
O 2.3346 2.6022 -1.7644
P 1.0276 0.6985 -2.6980
O -0.2618 0.2196 -3.4190
O 2.2184 0.2788 -3.5864
O 1.0228 -0.0420 -1.3374
P -0.2013 3.0910 -1.1818
O -1.6046 2.6943 -1.7902
O 0.0469 4.4556 -0.7693
O -0.0533 1.9751 -0.0125
H 1.7329 3.0081 -4.3958
H 1.0266 4.3446 -3.4742
H -0.0273 3.1221 -4.1804
H 2.6298 3.5258 -1.8103
H -0.2990 0.2325 -4.3905
H 3.0885 0.7011 -3.4911
H -2.1907 3.4489 -1.9692
*
```

Results
HOMO: -19.074 eV
energy above the lowest of the compared OMol25 structures with the same formula, charge and spin: 29.8 kJ/mol
E_LUMO: -12.777 eV
electronic energy: -76294.5832 eV

(4)
Entry from the Open Molecules 2025 dataset: a molecular structure, C18H28As2BIrN4S2 (the ωB97M-V functional and the def2-TZVPD basis).

```
! wB97M-V def2-TZVPD RIJCOSX def2/J DEFGRID3
* xyz 2 1
Ir 0.2093 -0.5462 -0.1324
C -0.1321 2.2512 3.0625
N 1.1613 1.6204 2.8229
C 2.3817 2.2245 2.9532
C 3.3128 1.2994 2.6009
N 2.6696 0.1391 2.2582
B 3.5837 -1.1369 1.9605
N 2.9512 -2.2665 1.0534
C 3.0580 -3.5797 1.4247
C 2.6913 -4.3571 0.3698
N 2.3560 -3.5071 -0.6481
C 1.9428 -3.9074 -1.9903
C 2.5254 -2.2433 -0.2150
S 2.2108 -0.8039 -1.1522
C 1.3610 0.3562 2.3957
S 0.0408 -0.7502 2.0955
H 0.0371 3.3064 3.2555
H -0.6170 1.8012 3.9261
H -0.7696 2.1351 2.1871
H 2.4847 3.2384 3.2978
H 4.3856 1.3699 2.5707
H 3.8151 -1.6564 3.0124
H 4.5551 -0.7086 1.4063
H 3.4068 -3.8546 2.4038
H 2.6381 -5.4261 0.2628
H 1.7846 -4.9814 -1.9886
H 2.7201 -3.6561 -2.7086
H 1.0177 -3.4013 -2.2568
C -2.7537 -2.1386 -1.6161
As -2.1605 -0.8490 -0.3113
C -3.1639 -1.2619 1.2844
C -2.8461 0.8580 -0.9038
C -4.2117 1.1210 -0.8975
C -4.6761 2.3717 -1.2786
C -3.7839 3.3603 -1.6704
C -2.4216 3.0992 -1.6967
C -1.9558 1.8438 -1.3216
As -0.0877 1.4004 -1.4374
C 0.9227 2.9526 -0.9123
C 0.2646 1.1729 -3.3233
H -3.8432 -2.1432 -1.5983
H -2.3813 -3.1289 -1.3617
H -2.4042 -1.8531 -2.6059
H -4.2311 -1.1834 1.0859
H -2.8808 -0.5696 2.0733
H -2.9342 -2.2810 1.5940
H -4.9235 0.3653 -0.5881
H -5.7375 2.5784 -1.2613
H -4.1500 4.3351 -1.9624
H -1.7386 3.8743 -2.0235
H 0.8340 3.6920 -1.7075
H 1.9690 2.6781 -0.7888
H 0.5320 3.3561 0.0194
H -0.1268 2.0343 -3.8632
H -0.2295 0.2665 -3.6658
H 1.3376 1.0897 -3.4892
*
```

Results
HOMO: -14.484 eV
energy above the lowest of the compared OMol25 structures with the same formula, charge and spin: 0.0 kJ/mol
E_LUMO: -7.597 eV
electronic energy: -171932.6743 eV